Computed, not measured: a molecular structure, C12H32FLi2O4 at a distorted geometry, with ωB97M-V/def2-TZVPD.

HOMO level (eV): -12.7
Energy above the lowest of the compared OMol25 structures with the same formula, charge and spin (kJ/mol): 82.72
Max |F| (eV Å⁻¹): 3.0
Charge: +1
Gap between HOMO and LUMO (eV): 7.9690
E_tot (hartree): -892.183611

Last column: Löwdin charge in e.
Cartesian coordinates (Å):
Li (4.050, 4.461, 6.251)  0.86
Li (3.267, 7.005, 6.760)  0.72
F (5.011, 6.145, 6.226)  -0.59
C (2.294, 9.775, 3.608)  -0.04
C (2.664, 9.529, 5.061)  -0.39
C (1.430, 9.697, 5.973)  -0.04
O (2.890, 8.059, 5.182)  -0.20
H (1.302, 9.439, 3.318)  0.09
H (3.042, 9.323, 2.955)  0.08
H (2.333, 10.856, 3.441)  0.10
H (3.615, 9.977, 5.337)  0.13
H (1.085, 10.735, 5.874)  0.10
H (1.611, 9.301, 6.965)  0.06
H (0.560, 9.261, 5.475)  0.09
H (3.504, 7.779, 4.472)  0.05
C (5.563, 9.781, 7.856)  -0.03
C (4.778, 9.087, 8.966)  -0.46
C (3.549, 9.806, 9.469)  -0.03
O (4.420, 7.728, 8.632)  -0.11
H (6.463, 10.338, 8.109)  0.09
H (4.906, 10.454, 7.288)  0.07
H (5.916, 9.080, 7.093)  0.06
H (5.492, 8.994, 9.800)  0.14
H (3.796, 10.776, 9.900)  0.10
H (3.105, 9.226, 10.276)  0.09
H (2.882, 9.978, 8.621)  0.06
H (5.247, 7.231, 8.695)  0.06
C (8.734, 4.844, 7.500)  -0.04
C (7.756, 5.748, 8.241)  -0.50
C (8.251, 6.068, 9.646)  -0.04
O (7.514, 6.939, 7.485)  -0.07
H (8.430, 4.649, 6.469)  0.07
H (8.799, 3.845, 7.933)  0.08
H (9.683, 5.379, 7.508)  0.09
H (6.747, 5.331, 8.339)  0.12
H (8.458, 5.185, 10.253)  0.09
H (7.482, 6.587, 10.221)  0.07
H (9.178, 6.637, 9.565)  0.09
H (6.715, 6.736, 6.976)  0.02
C (6.958, 9.009, 3.419)  -0.05
C (6.514, 7.583, 3.173)  -0.44
C (7.547, 6.583, 3.706)  -0.05
O (5.240, 7.408, 3.823)  -0.10
H (8.019, 9.096, 3.168)  0.09
H (6.787, 9.384, 4.429)  0.08
H (6.416, 9.718, 2.787)  0.08
H (6.472, 7.438, 2.091)  0.14
H (7.169, 5.620, 4.062)  0.07
H (7.877, 7.008, 4.666)  0.08
H (8.413, 6.445, 3.067)  0.09
H (5.382, 6.824, 4.587)  0.02

Computed, not measured: a molecular structure, C12H32FO4Zn at a distorted geometry, with ωB97M-V/def2-TZVPD.

HOMO level (eV): -11.8
Energy above the lowest of the compared OMol25 structures with the same formula, charge and spin (kJ/mol): 154.12
Max |F| (eV Å⁻¹): 2.5
Charge: +1
Gap between HOMO and LUMO (eV): 6.2682
E_tot (hartree): -2656.295007

Last column: Löwdin charge in e.
Cartesian coordinates (Å):
Zn (1.480, -1.631, -0.476)  1.09
F (-0.201, -0.785, -0.348)  -0.43
C (0.576, -0.386, 3.018)  -0.04
C (1.805, -1.241, 2.730)  -0.39
C (2.003, -2.260, 3.852)  -0.03
O (1.651, -1.975, 1.467)  -0.11
H (0.232, 0.294, 2.246)  0.06
H (0.869, 0.264, 3.854)  0.10
H (-0.245, -0.908, 3.515)  0.10
H (2.646, -0.551, 2.704)  0.15
H (2.118, -1.626, 4.731)  0.10
H (2.844, -2.899, 3.589)  0.09
H (1.108, -2.852, 4.051)  0.10
H (1.479, -2.899, 1.695)  0.12
C (-3.274, -2.519, 0.712)  -0.07
C (-3.597, -1.216, 0.019)  -0.48
C (-3.321, -0.034, 0.981)  -0.05
O (-2.758, -1.035, -1.113)  -0.08
H (-4.057, -2.709, 1.452)  0.08
H (-2.322, -2.532, 1.250)  0.06
H (-3.285, -3.346, -0.001)  0.08
H (-4.645, -1.269, -0.275)  0.14
H (-4.024, -0.160, 1.812)  0.08
H (-3.615, 0.905, 0.512)  0.08
H (-2.296, -0.038, 1.345)  0.05
H (-1.860, -0.824, -0.810)  0.02
C (0.536, 3.334, 1.477)  -0.05
C (-0.583, 3.132, 0.442)  -0.46
C (-0.843, 4.426, -0.318)  -0.06
O (-0.114, 2.197, -0.556)  -0.09
H (1.497, 3.497, 0.989)  0.08
H (0.679, 2.449, 2.095)  0.04
H (0.287, 4.184, 2.114)  0.08
H (-1.442, 2.681, 0.939)  0.13
H (-1.331, 5.147, 0.345)  0.08
H (-1.483, 4.216, -1.173)  0.08
H (0.032, 4.986, -0.649)  0.08
H (-0.382, 1.292, -0.347)  0.03
C (3.257, -1.208, -4.077)  -0.04
C (2.097, -0.425, -3.451)  -0.40
C (1.121, 0.080, -4.507)  -0.03
O (1.328, -1.335, -2.597)  -0.11
H (4.043, -1.410, -3.352)  0.08
H (3.695, -0.637, -4.900)  0.09
H (2.857, -2.057, -4.633)  0.09
H (2.521, 0.364, -2.832)  0.14
H (1.481, 0.411, -5.484)  0.10
H (0.608, 0.961, -4.113)  0.10
H (0.337, -0.608, -4.848)  0.10
H (0.492, -1.448, -3.074)  0.11

Computed, not measured: 5 unconnected molecules or ions with the total composition C12H32NO15S4 at a distorted geometry, with ωB97M-V/def2-TZVPD.

HOMO level (eV): -5.6
Energy above the lowest of the compared OMol25 structures with the same formula, charge and spin (kJ/mol): 790.53
Max |F| (eV Å⁻¹): 10.4
Charge: -1
Gap between HOMO and LUMO (eV): 7.6154
E_tot (hartree): -3252.166867

Last column: Löwdin charge in e.
Cartesian coordinates (Å):
N (7.673, 25.303, 10.558)  -0.66
O (8.434, 26.305, 10.764)  -0.11
O (6.551, 25.292, 10.950)  -0.01
O (8.224, 24.276, 10.205)  -0.06
O (13.748, 23.702, 9.210)  -0.31
S (12.929, 22.473, 9.390)  0.61
O (12.257, 21.916, 8.254)  -0.31
O (13.954, 21.306, 9.863)  -0.27
C (14.661, 20.504, 8.861)  -0.24
C (15.746, 19.709, 9.522)  -0.05
C (11.706, 22.631, 10.620)  -0.16
H (15.060, 21.018, 8.207)  0.02
H (13.786, 20.124, 8.328)  0.12
H (16.279, 18.993, 8.747)  0.12
H (15.553, 19.228, 10.385)  0.02
H (16.618, 20.461, 9.650)  0.11
H (10.803, 23.315, 10.419)  0.11
H (12.387, 22.787, 11.505)  0.07
H (11.273, 21.560, 11.018)  0.14
O (5.443, 31.259, 10.544)  -0.30
S (5.758, 29.900, 10.813)  0.62
O (5.232, 29.420, 12.102)  -0.30
O (4.952, 29.244, 9.505)  -0.29
C (5.082, 27.829, 9.107)  -0.19
C (4.574, 27.725, 7.672)  -0.06
C (7.461, 29.534, 10.660)  -0.12
H (4.497, 27.277, 9.803)  0.11
H (6.167, 27.723, 9.118)  0.11
H (4.980, 28.433, 6.963)  0.08
H (3.475, 27.814, 7.604)  0.09
H (4.605, 26.829, 7.282)  0.01
H (7.988, 30.472, 10.963)  0.10
H (7.630, 29.679, 9.616)  0.07
H (7.902, 28.694, 11.070)  0.01
O (7.306, 20.184, 11.522)  -0.30
S (6.740, 20.546, 12.841)  0.65
O (6.499, 19.420, 13.729)  -0.32
O (7.735, 21.531, 13.709)  -0.22
C (7.824, 22.789, 13.222)  -0.36
C (8.979, 23.508, 13.997)  -0.02
C (5.208, 21.280, 12.581)  -0.13
H (6.904, 23.305, 13.309)  0.07
H (8.107, 22.857, 12.051)  0.15
H (9.791, 22.932, 13.554)  0.06
H (8.979, 23.447, 14.988)  0.01
H (9.244, 24.607, 13.490)  0.14
H (4.548, 20.519, 12.008)  0.13
H (5.338, 22.015, 11.961)  -0.01
H (4.704, 21.637, 13.521)  0.11
O (5.032, 27.101, 15.014)  -0.31
S (6.032, 26.221, 15.689)  0.70
O (6.097, 24.788, 15.181)  -0.35
O (7.511, 26.902, 15.409)  -0.27
C (7.820, 27.205, 13.970)  -0.19
C (9.393, 27.520, 13.971)  -0.04
C (5.915, 26.190, 17.457)  -0.16
H (7.374, 27.845, 13.477)  0.00
H (7.574, 26.404, 13.332)  0.08
H (9.539, 28.034, 12.910)  0.11
H (10.000, 26.555, 14.308)  0.10
H (9.533, 28.332, 14.638)  0.03
H (4.975, 25.699, 17.764)  0.07
H (5.997, 27.277, 17.777)  0.09
H (6.676, 25.504, 17.951)  0.09

Computed, not measured: a molecular structure, C12H32O8P3V, with ωB97M-V/def2-TZVPD.

HOMO level (spin up / spin down) (eV): -10.7 / -10.1
Spin multiplicity: 2
Energy above the lowest of the compared OMol25 structures with the same formula, charge and spin (kJ/mol): 3.41
Max |F| (eV Å⁻¹): 0.6
Charge: +1
Gap between HOMO and LUMO (spin up / spin down) (eV): 8.5231 / 7.9636
E_tot (hartree): -3046.449732
Expectation value of S²: 0.77

Last column: Löwdin charge in e.
Cartesian coordinates (Å):
V (0.532, 0.163, -0.148)  0.75
C (0.649, 3.618, 2.662)  -0.05
C (0.817, 2.480, 1.670)  -0.54
O (-0.173, 1.429, 1.842)  -0.14
P (2.310, 1.482, 1.948)  0.50
O (3.584, 2.372, 1.732)  -0.06
O (2.409, 1.040, 3.446)  -0.04
O (2.183, 0.276, 1.071)  -0.30
P (0.658, 3.089, -0.102)  0.38
O (2.214, 2.907, -0.615)  -0.17
O (0.234, 4.484, -0.200)  -0.24
O (-0.133, 1.964, -0.759)  -0.38
H (0.596, 3.242, 3.685)  0.09
H (-0.263, 4.174, 2.442)  0.09
H (1.475, 4.323, 2.571)  0.10
H (-1.058, 1.813, 1.767)  0.10
H (3.614, 2.732, 0.828)  0.09
H (2.665, 1.708, 4.095)  0.12
H (2.447, 3.631, -1.215)  0.11
C (1.813, 0.568, -3.370)  -0.05
C (2.553, -0.363, -2.440)  -0.22
O (1.596, -1.005, -1.564)  -0.30
C (2.064, -2.222, -0.935)  -0.24
C (1.219, -3.397, -1.367)  -0.04
H (2.525, 1.121, -3.982)  0.09
H (1.220, 1.290, -2.807)  0.05
H (1.154, 0.008, -4.033)  0.09
H (3.284, 0.172, -1.828)  0.13
H (3.070, -1.146, -2.996)  0.13
H (2.034, -2.077, 0.149)  0.10
H (3.111, -2.369, -1.199)  0.13
H (0.189, -3.282, -1.027)  0.05
H (1.617, -4.315, -0.931)  0.09
H (1.222, -3.505, -2.451)  0.09
C (-4.407, -0.278, 0.703)  -0.13
C (-2.952, 0.167, 0.819)  -0.39
P (-1.695, -1.005, 0.167)  0.94
C (-2.401, -1.583, -1.418)  -0.39
C (-2.361, -0.474, -2.469)  -0.13
C (-1.778, -2.448, 1.305)  -0.37
C (-0.525, -2.577, 2.173)  -0.14
H (-5.057, 0.402, 1.251)  0.08
H (-4.558, -1.280, 1.109)  0.07
H (-4.738, -0.283, -0.335)  0.07
H (-2.689, 0.321, 1.871)  0.08
H (-2.794, 1.119, 0.303)  0.08
H (-3.418, -1.948, -1.265)  0.08
H (-1.806, -2.440, -1.742)  0.07
H (-2.946, 0.394, -2.160)  0.07
H (-2.763, -0.823, -3.419)  0.08
H (-1.338, -0.133, -2.645)  0.05
H (-1.931, -3.347, 0.704)  0.09
H (-2.668, -2.344, 1.930)  0.08
H (0.343, -2.846, 1.568)  0.05
H (-0.652, -3.353, 2.927)  0.08
H (-0.297, -1.642, 2.687)  0.07